No. 1
{
  "formula": "C5H11NO",
  "method": "ωB97M-V/def2-TZVPD",
  "symbols": ["C", "C", "O", "C", "H", "H", "C", "H", "H", "H", "H", "H", "H", "H", "H", "C", "H", "N"],
  "positions_angstrom": [[1.225335, -0.531167, 0.791520], [1.698417, 1.186314, -0.854676], [1.385661, 1.959679, -1.728190], [-1.086590, -1.289390, -0.908390], [-0.720709, -1.883712, -1.759906], [-1.049359, 1.772929, 1.047505], [-0.397178, 0.046120, -0.764132], [-2.153960, -1.109807, -1.062968], [-1.139154, 0.526462, 2.280246], [-2.178000, 0.369186, 0.888250], [-0.619113, 0.762538, -1.569148], [0.262625, -0.081797, 1.318554], [-0.969893, -1.884095, -0.000577], [1.107038, -1.618487, 0.768190], [2.234806, -0.276328, 1.136322], [-1.194163, 0.703547, 1.170352], [2.629485, 1.285704, -0.265907], [0.964754, 0.062310, -0.487042]],
  "atomic_forces_ev_per_a": [[-0.215, 0.022, 0.400], [-0.103, 0.030, -0.228], [0.093, -0.282, 0.330], [-0.075, 0.043, 0.190], [0.060, 0.320, 0.130], [-0.268, 0.112, -0.216], [-0.444, 0.317, 0.871], [0.119, -0.088, 0.039], [0.574, -0.436, -1.093], [-0.541, 0.343, -0.134], [-0.226, -0.044, 0.635], [2.056, -0.901, 0.308], [-0.075, -0.032, -0.140], [0.143, 0.172, -0.019], [-0.370, -0.010, 0.151], [-0.673, 0.346, -0.977], [-0.105, -0.040, -0.129], [0.050, 0.128, -0.119]],
  "gap_ha": 0.345,
  "de_lowest_ev": 3.997,
  "energy_ha": -326.9845
}

No. 2
{
  "formula": "C5H11NO",
  "method": "ωB97M-V/def2-TZVPD",
  "symbols": ["O", "H", "H", "N", "C", "H", "H", "H", "H", "H", "H", "H", "H", "C", "H", "C", "C", "C"],
  "positions_angstrom": [[1.537701, 2.437682, 0.218850], [1.212230, -0.767862, -0.686661], [-2.715590, -0.144177, -1.119116], [-2.522159, -0.932975, -0.530759], [0.926162, 0.277848, -0.615101], [-3.059775, -1.770961, -0.648428], [-1.082909, 1.068490, -0.733390], [1.758939, 0.761163, 1.322987], [-0.456370, 0.805357, 0.891249], [2.376779, 2.890836, 0.365554], [-1.470014, -2.691324, 1.178900], [0.229647, -1.971632, 1.083055], [2.920942, 0.861200, -0.027400], [1.882594, 1.029442, 0.268111], [1.040260, 0.663079, -1.633485], [-0.527668, 0.374823, -0.106128], [-0.803196, -1.946937, 0.764374], [-1.247567, -0.944045, 0.007390]],
  "atomic_forces_ev_per_a": [[0.796, -0.349, -0.305], [0.162, -0.174, 0.212], [-0.376, -0.223, -0.132], [0.211, 0.684, 0.117], [-0.072, -0.199, -0.298], [0.119, -0.020, -0.033], [-0.111, 0.076, 0.035], [0.141, -0.502, -0.100], [-0.364, 0.093, 0.039], [-0.364, 0.255, 0.010], [0.063, -0.302, -0.451], [-0.073, 0.149, 0.245], [-0.020, 0.073, -0.061], [-0.367, 0.627, 0.477], [-0.193, 0.084, 0.082], [0.796, -0.076, -0.456], [0.397, -0.186, 0.249], [-0.746, -0.010, 0.369]],
  "gap_ha": 0.322,
  "smiles": "C=C(N)CCCO",
  "de_lowest_ev": 1.705,
  "energy_ha": -327.0687
}

No. 3
{
  "formula": "C5H11NO",
  "method": "ωB97M-V/def2-TZVPD",
  "symbols": ["C", "H", "O", "H", "C", "H", "C", "H", "H", "N", "H", "H", "H", "H", "C", "H", "C", "H"],
  "positions_angstrom": [[1.566608, -0.733366, 0.403804], [-1.473335, 0.825310, 2.656489], [1.344511, 2.033043, -1.671972], [-2.080106, 0.320136, 1.055205], [1.699978, 1.241783, -0.853277], [-0.339517, 0.173441, 1.462249], [-0.203464, -0.124614, -1.148960], [2.627309, 1.318258, -0.267298], [-0.748940, -2.145379, -1.647132], [0.955922, 0.035687, -0.524731], [-1.071402, 1.780856, 1.198616], [-0.969819, -1.739279, 0.060954], [-2.090874, -1.101740, -1.152234], [1.121415, -1.667819, 0.705681], [-1.038622, -1.337001, -0.958703], [2.416076, -0.318676, 0.925794], [-1.243311, 0.774861, 1.591331], [-0.472427, 0.664506, -1.835810]],
  "atomic_forces_ev_per_a": [[0.130, -0.255, 0.120], [-0.041, 0.060, -0.082], [0.164, -0.346, 0.405], [0.113, 0.091, 0.134], [-0.091, 0.289, -0.259], [-0.237, 0.124, 0.112], [-0.095, -0.107, -0.084], [-0.121, -0.029, -0.033], [-0.001, 0.048, 0.120], [0.053, 0.288, -0.259], [-0.043, -0.129, 0.096], [0.002, 0.115, -0.155], [0.194, -0.052, -0.020], [0.050, 0.111, -0.099], [-0.026, -0.045, 0.046], [-0.085, -0.071, -0.171], [-0.058, 0.036, 0.083], [0.090, -0.127, 0.045]],
  "gap_ha": [0.273, 0.266],
  "de_lowest_ev": 3.358,
  "energy_ha": -327.0079
}

No. 4
{
  "formula": "C5H11NO",
  "method": "ωB97M-V/def2-TZVPD",
  "symbols": ["H", "H", "H", "H", "C", "H", "C", "C", "N", "C", "H", "H", "H", "C", "H", "H", "H", "O"],
  "positions_angstrom": [[-2.298166, -1.226148, -1.792082], [-1.841406, 0.470351, -1.969334], [0.560620, -1.662168, 1.231560], [2.846463, -1.768422, 0.990861], [-1.324057, -0.343803, -0.033497], [0.495143, 0.118265, -1.120599], [0.094744, -0.218836, -0.167984], [0.619349, 1.631712, 0.750732], [0.963556, -1.045924, 0.539696], [-2.213088, -0.270853, -1.249645], [0.085707, 2.549876, 0.467488], [-1.672953, -0.882269, 0.846891], [-3.228397, 0.037792, -0.977955], [2.324499, -1.042221, 0.343647], [1.630217, 1.659571, 0.338011], [-0.584367, 0.815219, 0.419076], [0.650791, 1.513724, 1.840894], [2.891352, -0.335860, -0.457765]],
  "atomic_forces_ev_per_a": [[0.030, 0.153, 0.105], [-0.050, -0.091, 0.118], [0.096, 0.093, -0.097], [-0.037, 0.079, -0.072], [-0.065, -0.268, 0.010], [-0.062, -0.040, 0.174], [-0.119, -0.090, -0.175], [0.154, 0.157, 0.041], [0.043, 0.049, 0.032], [-0.072, 0.043, -0.099], [0.033, -0.153, 0.012], [0.072, 0.063, -0.126], [0.158, -0.037, -0.045], [0.103, 0.146, -0.183], [-0.123, 0.033, 0.072], [0.088, 0.170, 0.069], [-0.032, -0.022, -0.153], [-0.217, -0.285, 0.318]],
  "gap_ha": 0.282,
  "de_lowest_ev": 5.299,
  "energy_ha": -326.9366
}